DFT (the ωB97M-V functional and the def2-TZVPD basis) results for a 8-piece molecular cluster, C78H55Cl4NO10 overall in a non-equilibrium geometry.

Atoms and positions in Å:
Cl  -14.565  -26.087  -13.788
C  -14.082  -25.810  -12.087
C  -15.274  -25.292  -11.312
Cl  -15.607  -23.598  -11.769
H  -13.296  -25.058  -12.079
H  -13.690  -26.754  -11.721
H  -15.094  -25.279  -10.237
H  -16.160  -25.900  -11.476
Cl  -19.764  -22.428  -6.952
C  -18.571  -23.564  -7.660
C  -17.141  -23.172  -7.385
Cl  -16.791  -21.511  -7.872
H  -18.789  -23.603  -8.725
H  -18.827  -24.532  -7.236
H  -16.503  -23.802  -8.004
H  -16.900  -23.368  -6.342
C  -17.316  -20.365  -11.704
C  -16.432  -19.534  -10.765
C  -15.092  -20.211  -10.455
C  -14.117  -19.996  -11.521
N  -13.353  -19.826  -12.363
H  -18.230  -19.782  -11.860
H  -17.686  -21.256  -11.186
H  -16.861  -20.607  -12.661
H  -16.950  -19.210  -9.869
H  -16.204  -18.635  -11.349
H  -15.198  -21.278  -10.247
H  -14.594  -19.829  -9.557
C  -13.263  -23.198  -14.714
C  -12.200  -22.331  -14.492
C  -11.333  -22.031  -15.537
C  -11.561  -22.549  -16.801
C  -12.642  -23.409  -17.017
C  -13.508  -23.718  -15.977
C  -12.858  -24.051  -18.339
O  -13.695  -24.919  -18.481
C  -12.000  -23.621  -19.478
C  -12.283  -24.076  -20.759
C  -11.509  -23.650  -21.830
C  -10.425  -22.809  -21.604
C  -10.179  -22.278  -20.348
C  -10.965  -22.707  -19.286
C  -10.681  -22.142  -17.932
O  -9.761  -21.370  -17.758
H  -13.933  -23.456  -13.907
H  -12.093  -21.806  -13.551
H  -10.519  -21.343  -15.352
H  -14.297  -24.440  -16.130
H  -13.122  -24.744  -20.909
H  -11.689  -24.033  -22.825
H  -9.855  -22.523  -22.480
H  -9.400  -21.547  -20.188
C  -14.675  -14.255  -5.283
C  -15.094  -15.569  -5.478
C  -15.012  -16.147  -6.732
C  -14.520  -15.417  -7.799
C  -14.056  -14.121  -7.601
C  -14.181  -13.528  -6.351
C  -13.547  -13.299  -8.739
O  -13.001  -12.236  -8.542
C  -13.783  -13.829  -10.101
C  -13.634  -13.014  -11.206
C  -14.076  -13.417  -12.463
C  -14.585  -14.690  -12.638
C  -14.620  -15.554  -11.552
C  -14.225  -15.135  -10.294
C  -14.409  -16.048  -9.142
O  -14.677  -17.224  -9.292
H  -14.740  -13.791  -4.308
H  -15.557  -16.114  -4.665
H  -15.350  -17.166  -6.871
H  -13.876  -12.499  -6.211
H  -13.340  -11.979  -11.081
H  -14.014  -12.676  -13.249
H  -14.947  -15.037  -13.596
H  -15.128  -16.506  -11.655
C  -21.504  -13.908  -13.583
C  -20.598  -12.989  -13.085
C  -19.555  -13.398  -12.265
C  -19.505  -14.699  -11.796
C  -20.485  -15.596  -12.214
C  -21.439  -15.224  -13.148
C  -20.512  -17.004  -11.696
O  -21.265  -17.836  -12.143
C  -19.689  -17.256  -10.474
C  -20.033  -18.325  -9.655
C  -19.360  -18.549  -8.466
C  -18.329  -17.678  -8.110
C  -17.923  -16.676  -8.970
C  -18.712  -16.351  -10.063
C  -18.450  -15.102  -10.830
O  -17.513  -14.378  -10.581
H  -22.335  -13.648  -14.227
H  -20.660  -11.928  -13.293
H  -18.874  -12.631  -11.920
H  -22.101  -16.002  -13.504
H  -20.847  -18.989  -9.917
H  -19.516  -19.435  -7.864
H  -17.786  -17.848  -7.187
H  -17.144  -15.980  -8.687
C  -19.314  -14.385  -17.308
C  -18.953  -13.967  -16.035
C  -18.096  -14.761  -15.280
C  -17.631  -15.960  -15.798
C  -17.920  -16.335  -17.115
C  -18.752  -15.522  -17.869
C  -17.232  -17.501  -17.721
O  -17.250  -17.698  -18.915
C  -16.462  -18.401  -16.806
C  -15.992  -19.607  -17.323
C  -15.216  -20.412  -16.508
C  -14.922  -20.049  -15.197
C  -15.527  -18.930  -14.653
C  -16.262  -18.079  -15.467
C  -16.897  -16.874  -14.872
O  -16.884  -16.681  -13.674
H  -19.963  -13.768  -17.919
H  -19.403  -13.082  -15.608
H  -18.000  -14.588  -14.214
H  -18.984  -15.810  -18.887
H  -16.239  -19.916  -18.327
H  -14.861  -21.363  -16.889
H  -14.342  -20.678  -14.538
H  -15.403  -18.629  -13.622
C  -10.484  -18.380  -9.311
C  -11.784  -18.544  -8.842
C  -12.094  -18.204  -7.542
C  -11.107  -17.867  -6.627
C  -9.791  -17.754  -7.077
C  -9.497  -17.993  -8.417
C  -8.689  -17.376  -6.152
O  -7.553  -17.212  -6.543
C  -9.039  -17.158  -4.719
C  -8.051  -16.756  -3.834
C  -8.332  -16.659  -2.482
C  -9.612  -16.922  -2.011
C  -10.612  -17.296  -2.902
C  -10.335  -17.423  -4.251
C  -11.442  -17.776  -5.188
O  -12.561  -17.999  -4.776
H  -10.176  -18.462  -10.345
H  -12.605  -18.882  -9.458
H  -13.112  -18.296  -7.185
H  -8.459  -17.854  -8.693
H  -7.051  -16.601  -4.218
H  -7.548  -16.407  -1.779
H  -9.830  -16.826  -0.956
H  -11.633  -17.423  -2.567

SMILES string	O=C1c2ccccc2C(=O)c2ccccc21.O=C1c2ccccc2C(=O)c2ccccc21.O=C1c2ccccc2C(=O)c2ccccc21.O=C1c2ccccc2C(=O)c2ccccc21.O=C1c2ccccc2C(=O)c2ccccc21.CCCC#N.ClCCCl.ClCCCl
maximum force	1.57	eV/Å
Kohn-Sham gap	8.532	eV

Results of the Löwdin charge analysis, in e, for atoms 1 through 6: 0.61, -0.62, -0.64, 0.61, 0.06, 0.07